Record 1
# C6H8S2

A molecular structure, C6H8S2 (ωB97M-V with the def2-TZVPD basis set, the Open Molecules 2025 dataset).

* frontier orbital gap: 9.26 eV
* HOMO: -0.314 hartree
* LUMO level: 0.026 Eh

Each line ends with the natural charge from an NBO analysis.
Atoms and positions in Å:
1 C -1.77 0.16 -1.04  -0.64
2 C -0.65 0.37 -0.01  -0.20
3 C 1.24 0.82 0.84  -0.35
4 C 0.67 -0.17 1.78  -0.23
5 C -0.51 -0.51 1.26  -0.19
6 C 0.85 0.21 -0.54  -0.30
7 H -1.88 1.13 -1.67  0.24
8 H -1.33 -0.81 -1.68  0.24
9 H -2.81 -0.25 -0.45  0.23
10 H 2.27 1.19 1.04  0.24
11 H 1.09 -0.66 2.61  0.23
12 H -1.23 -1.26 1.60  0.23
13 H 1.06 0.85 -1.43  0.24
14 H 1.80 -1.52 -2.12  0.14
15 S -0.20 2.01 0.61  0.20
16 S 1.42 -1.55 -0.81  -0.08


Record 2
# C6H8S2

A single C6H8S2 molecule (ωB97M-V with the def2-TZVPD basis set, the Open Molecules 2025 dataset).

* SMILES string: CC#CCC(=S)SC
* frontier orbital gap: 8.67 eV
* HOMO: -0.317 hartree
* LUMO level: 0.002 Eh

Each line ends with the natural charge from an NBO analysis.
Atoms and positions in Å:
1 C -2.09 1.88 0.03  -0.77
2 C -0.83 -0.54 0.00  -0.28
3 C 0.41 -1.43 0.09  -0.54
4 C 1.69 -0.69 0.00  -0.07
5 C 2.83 -0.32 -0.01  0.04
6 C 4.17 0.40 -0.04  -0.67
7 H -2.60 1.65 -0.94  0.24
8 H -2.68 1.51 0.88  0.24
9 H -2.00 2.97 0.10  0.23
10 H 0.38 -1.94 1.11  0.27
11 H 0.36 -2.21 -0.66  0.26
12 H 4.75 0.19 -0.92  0.23
13 H 3.91 1.46 -0.07  0.24
14 H 4.80 0.21 0.80  0.23
15 S -0.43 1.19 0.01  0.35
16 S -2.32 -1.17 -0.06  0.00


Record 3
# C6H9BF4IrN2O6S

A molecular structure, C6H9BF4IrN2O6S (ωB97M-V with the def2-TZVPD basis set, the Open Molecules 2025 dataset).

* frontier orbital gap: 8.29 eV
* HOMO: -0.211 hartree
* LUMO level: 0.094 Eh
* charge: -1

Each line ends with the natural charge from an NBO analysis.
Atoms and positions in Å:
1 Ir 0.46 -0.68 0.37  1.33
2 O 0.46 -0.78 -1.77  -0.69
3 C -0.43 0.35 -2.03  -0.10
4 C 0.17 1.54 -1.29  -0.25
5 N 0.24 1.28 0.18  -0.33
6 C 1.47 1.92 0.73  -0.35
7 C 2.70 1.07 0.39  0.76
8 O 3.77 1.60 0.18  -0.64
9 O 2.45 -0.20 0.40  -0.69
10 C -0.91 1.61 1.06  -0.36
11 C -0.66 0.85 2.39  0.76
12 O -1.10 1.31 3.42  -0.63
13 O 0.04 -0.25 2.30  -0.66
14 H -0.02 -1.63 -1.90  0.54
15 H -0.47 0.55 -3.10  0.19
16 H -1.42 0.11 -1.65  0.23
17 H 1.20 1.65 -1.62  0.23
18 H -0.36 2.47 -1.50  0.22
19 H 1.55 2.95 0.39  0.21
20 H 1.39 1.91 1.82  0.25
21 H -0.95 2.69 1.26  0.21
22 H -1.84 1.28 0.60  0.27
23 O -3.85 -0.24 0.13  -0.98
24 S -2.93 -1.34 0.47  1.42
25 N -1.50 -1.17 0.26  -1.11
26 F 0.93 -2.76 0.31  -0.53
27 B 0.06 -3.82 -0.29  1.37
28 F -0.35 -3.25 -1.54  -0.58
29 F 0.87 -4.91 -0.50  -0.55
30 F -0.99 -4.09 0.53  -0.54


Record 4
# C6H9BO3

2 unconnected molecules or ions with the total composition C6H9BO3 (ωB97M-V with the def2-TZVPD basis set, the Open Molecules 2025 dataset).

* frontier orbital gap (spin up / spin down): 6.72 / 6.72 eV
* HOMO (spin up / spin down): -0.271 / -0.270 hartree
* LUMO level (spin up / spin down): -0.023 / -0.024 Eh

Each line ends with the natural charge from an NBO analysis.
Atoms and positions in Å:
1 B -0.12 0.99 0.02  0.34
2 C -0.24 -0.78 -1.34  0.57
3 C -0.53 0.70 1.45  0.37
4 C 0.84 1.92 -0.82  0.31
5 C -1.74 -0.86 -1.62  -0.75
6 C -0.55 0.07 2.79  -0.75
7 C 2.27 1.53 -0.78  -0.71
8 O 0.69 -1.40 -1.69  -0.52
9 O -1.52 1.08 0.68  -0.53
10 O 0.49 3.01 -1.29  -0.57
11 H -2.18 -0.09 -0.98  0.24
12 H -1.99 -1.88 -1.27  0.24
13 H -1.86 -0.69 -2.66  0.25
14 H -0.72 -1.08 2.76  0.29
15 H -1.41 0.40 3.45  0.26
16 H 0.56 0.16 3.15  0.26
17 H 2.48 1.34 -1.86  0.25
18 H 2.82 2.38 -0.41  0.24
19 H 2.47 0.70 -0.03  0.22


Record 5
# C6H9Br

A single C6H9Br molecule (ωB97M-V with the def2-TZVPD basis set, the Open Molecules 2025 dataset).

* SMILES string: C=C/C(C)=C\CBr
* frontier orbital gap: 9.37 eV
* HOMO: -0.332 hartree
* LUMO level: 0.012 Eh

Each line ends with the natural charge from an NBO analysis.
Atoms and positions in Å:
1 C 1.07 -0.04 -1.95  -0.35
2 C 0.91 -1.44 1.22  -0.35
3 C 0.54 0.64 -0.98  -0.21
4 C -0.37 -0.73 0.90  -0.24
5 C -1.75 1.13 -0.07  -0.63
6 C -0.49 0.26 0.00  0.01
7 Br 1.55 -0.57 3.02  -0.15
8 H 1.44 0.35 -2.86  0.21
9 H 1.04 -1.06 -1.88  0.18
10 H 1.14 -2.46 1.50  0.24
11 H 1.71 -1.11 0.61  0.21
12 H 0.50 1.73 -1.03  0.19
13 H -1.13 -0.96 1.65  0.21
14 H -2.34 1.13 0.86  0.22
15 H -2.50 1.01 -0.93  0.23
16 H -1.33 2.12 -0.06  0.21


Record 6
# C6H9Br2O2

2 unconnected molecules or ions with the total composition C6H9Br2O2 (ωB97M-V with the def2-TZVPD basis set, the Open Molecules 2025 dataset).

* frontier orbital gap: 7.57 eV
* HOMO: -0.168 hartree
* LUMO level: 0.110 Eh
* charge: -1

Each line ends with the natural charge from an NBO analysis.
Atoms and positions in Å:
1 C 1.27 -1.07 -1.01  0.68
2 C 1.44 -0.42 1.55  -0.71
3 C -1.87 -0.11 -0.53  -0.72
4 C -0.21 1.57 -0.75  -0.72
5 C 0.66 -0.96 0.42  -0.07
6 C -0.79 0.59 0.12  0.10
7 O 2.04 -0.13 -1.15  -0.76
8 O 0.91 -1.94 -1.81  -0.75
9 Br -0.33 -2.55 0.73  0.00
10 Br -1.27 1.28 1.95  -0.09
11 H 1.81 0.48 1.05  0.26
12 H 0.77 -0.26 2.33  0.21
13 H 2.13 -1.20 1.91  0.21
14 H -1.41 -0.46 -1.37  0.24
15 H -2.27 -0.96 0.03  0.23
16 H -2.72 0.52 -0.67  0.20
17 H 0.81 1.89 -0.28  0.24
18 H -0.73 2.54 -0.75  0.21
19 H -0.22 1.19 -1.75  0.24


Record 7
# C6H9BrN2S2

A single C6H9BrN2S2 molecule (ωB97M-V with the def2-TZVPD basis set, the Open Molecules 2025 dataset).

* SMILES string: CC1=C[C@@H](C)N(Br)N1C(=S)S
* frontier orbital gap: 7.26 eV
* HOMO: -0.301 hartree
* LUMO level: -0.034 Eh

Each line ends with the natural charge from an NBO analysis.
Atoms and positions in Å:
1 C 0.02 -0.02 -1.21  -0.22
2 C 0.90 0.55 -0.37  0.12
3 C 0.87 1.73 2.06  -0.16
4 C -1.42 0.22 -0.62  -0.13
5 C 2.37 0.55 -0.49  -0.68
6 C -1.73 -1.11 -0.03  -0.61
7 N 0.18 1.06 0.71  -0.26
8 N -1.14 1.12 0.46  -0.16
9 S 2.39 1.50 2.50  0.09
10 S -0.36 2.61 3.04  0.13
11 Br -1.63 3.07 -0.27  -0.14
12 H 0.08 -0.33 -2.22  0.23
13 H -2.11 0.54 -1.39  0.25
14 H 2.89 1.54 -0.46  0.24
15 H 2.92 0.08 -1.42  0.24
16 H 2.98 0.01 0.28  0.25
17 H -0.76 -1.53 0.41  0.21
18 H -2.20 -1.87 -0.74  0.23
19 H -2.26 -1.01 0.84  0.22
20 H 0.47 3.34 3.79  0.15


Record 8
# C6H9Cl2LuO4PTb

A molecular structure, C6H9Cl2LuO4PTb (ωB97M-V with the def2-TZVPD basis set, the Open Molecules 2025 dataset).

* frontier orbital gap (spin up / spin down): 6.75 / 6.78 eV
* spin multiplicity: 7
* HOMO (spin up / spin down): -0.824 / -0.825 hartree
* LUMO level (spin up / spin down): -0.576 / -0.576 Eh
* charge: +4

Each line ends with the Löwdin spin population.
Atoms and positions in Å:
1 Lu 2.85 -0.09 -5.70  0.00
2 Tb 1.20 -0.23 0.23  6.15
3 Cl 0.85 -1.25 -6.27  0.00
4 Cl 2.06 1.96 0.84  -0.13
5 C 2.10 -0.78 2.37  0.00
6 C 3.36 -0.71 -7.89  0.00
7 C 5.03 0.29 -6.51  0.00
8 O 2.45 -0.84 3.47  0.00
9 O 3.76 -0.98 -8.95  0.00
10 O 6.08 0.46 -7.00  0.00
11 C -2.57 1.69 2.11  0.00
12 P -1.76 0.12 2.15  0.00
13 C -1.03 -0.07 3.75  0.00
14 C -2.99 -1.13 1.96  0.00
15 O -0.70 -0.02 1.04  -0.02
16 H -3.27 1.74 2.96  0.00
17 H -3.14 1.80 1.19  0.00
18 H -1.85 2.51 2.19  0.00
19 H -1.82 0.04 4.51  0.00
20 H -0.58 -1.07 3.86  0.00
21 H -0.26 0.69 3.93  0.00
22 H -3.54 -0.96 1.02  0.00
23 H -2.53 -2.12 1.94  0.00
24 H -3.69 -1.07 2.80  0.00